# 1
# C4H26BO21

A structure of composition C4H26BO21 at a distorted geometry (ωB97M-V/def2-TZVPD, OMol25).

Output
F_max ... 0.3173 Eh/bohr
DFT total energy ... -48245.4138 eV
Kohn-Sham gap ... 8.073 eV
Net charge ... -1
Energy above the lowest of the compared OMol25 structures with the same formula, charge and spin ... 835.0 kJ/mol

Geometry as XYZ:
```
52
Properties=species:S:1:pos:R:3:forces:R:3
O -5.136602 1.709980 4.088640 -0.41 0.85 0.53
O -3.784308 0.580121 0.213719 1.08 0.12 -0.32
H 0.266421 0.175437 4.991396 0.50 0.54 -0.58
C 1.472326 0.032195 -0.778418 8.40 -0.17 0.60
H -4.938340 0.711781 1.242718 -2.19 -2.23 -0.10
O 3.072964 -4.089056 -1.559813 0.48 1.25 -3.46
H 2.792886 -3.154137 -1.805217 0.38 -2.14 1.73
H 1.538446 -2.875504 -4.767613 -0.46 -2.20 1.43
C -2.590139 0.335865 0.391777 -8.71 1.37 0.37
O 2.277797 2.821681 1.398571 -2.63 2.96 -2.53
H -1.024491 -2.821139 0.150986 -3.01 -1.74 0.29
O 1.087907 0.107885 -4.415586 -1.88 0.88 -0.57
H 0.149111 2.828190 1.779738 1.14 -0.42 -0.56
C -2.102877 -0.030460 1.684852 0.60 0.17 -0.95
H 4.399548 -1.825757 0.276180 0.84 0.12 3.01
H -0.959329 -0.449295 4.271815 -1.15 0.14 -2.51
O 4.588509 -1.802565 1.305705 -1.75 -0.39 -3.05
O 2.681778 0.316954 -0.906470 -2.99 -2.22 0.87
H -0.911196 3.206429 0.592455 1.14 -0.11 1.91
O 1.389350 -3.538369 -3.992236 0.56 5.38 0.12
O -0.498502 -0.371131 5.061044 0.57 -0.66 3.07
O -2.729409 -0.085339 2.656065 -1.65 -0.33 3.60
H -1.970610 -3.838378 -0.634511 0.01 1.28 2.20
O -5.768053 0.389821 1.792036 0.31 -2.55 -6.05
O 1.484511 -1.990827 -1.841236 1.27 -1.37 0.08
O -0.187556 -1.402223 -0.591981 -3.07 0.51 2.55
H 0.944778 -0.040624 -5.353480 -0.36 0.18 -0.14
H -4.330730 1.852946 3.600401 0.80 -0.19 -0.12
H -5.480811 0.964513 2.373540 0.59 4.15 6.37
O -0.844745 -0.161409 1.517738 4.67 -1.15 -0.86
H 2.124799 2.227710 0.677554 0.56 -0.82 -0.11
H 3.164332 1.157663 -1.900794 0.33 -0.55 0.18
B -0.486049 -0.066979 0.048348 -2.75 0.45 1.76
O 4.812586 1.590195 -0.059708 10.17 12.13 3.98
O -0.646054 3.286622 1.557160 -2.37 0.63 -1.45
H 3.896973 1.685126 -3.101064 5.69 -1.85 -5.76
O -1.936795 -3.325068 0.251226 2.65 0.09 -2.35
O 0.701885 0.756235 -0.153112 -4.09 1.87 1.34
H 2.700705 2.514362 2.126287 2.15 -2.12 2.74
H -5.766458 2.653892 -1.607170 0.00 -0.21 -0.88
H 1.868137 -0.359731 -4.269811 2.24 -1.07 0.79
H 3.697767 -2.061701 1.630348 0.87 0.23 0.02
H 3.082724 -4.463501 -0.714183 -0.37 0.38 2.03
O -5.322594 1.912052 -2.063874 -1.67 2.41 -1.62
H 1.394486 -2.734782 -3.252259 -0.40 -3.61 -2.33
H -4.996999 1.515232 -1.310684 1.72 -2.27 2.50
C 0.995252 -1.331282 -0.976136 0.70 0.89 -4.08
H 5.469854 1.506294 -0.698567 1.50 -0.14 -1.55
H 4.276165 1.017825 -0.154909 -11.08 -11.79 -1.97
O 3.312794 1.859237 -2.508117 -5.25 4.12 3.44
O -1.785746 0.486853 -0.505559 6.36 -0.44 -3.66
H -5.446398 2.616162 4.242206 -0.05 -0.37 0.05
```
Positions in Å, forces in eV/Å.

# 2
# C15H24O15

A cluster of 5 separate species, C15H24O15 in total at a distorted geometry (ωB97M-V/def2-TZVPD, OMol25).

Output
F_max ... 0.1448 Eh/bohr
DFT total energy ... -46655.4435 eV
Kohn-Sham gap ... 10.918 eV
Net charge ... 0
Energy above the lowest of the compared OMol25 structures with the same formula, charge and spin ... 161.6 kJ/mol
SMILES string ... COC(=O)OC.COC(=O)OC.O=C1OCCO1.O=C1OCCO1.O=C1OCCO1

Geometry as XYZ:
```
54
Properties=species:S:1:pos:R:3:forces:R:3
O 3.911483 1.059450 -1.924752 -0.40 0.22 -0.10
H -3.159307 2.266510 2.965338 0.78 -0.35 -0.25
O 2.458153 2.831040 -1.796632 0.21 -0.07 0.37
C -3.832327 0.546300 1.117528 0.60 -2.41 0.45
C 1.649413 -2.225750 -0.299642 -0.81 1.96 0.89
O 0.522393 1.982740 2.075038 1.50 2.59 -0.44
C 0.120253 -5.685350 0.138128 0.68 -0.26 -1.63
O 1.578663 -0.984670 0.268458 -0.83 0.98 -0.44
H 5.871343 1.070510 -1.290502 -0.39 -0.17 0.07
H 0.342463 0.643980 -4.108752 0.24 -0.34 0.31
H 0.385803 -6.547710 0.749608 -1.14 0.11 0.86
C 0.245133 -0.379920 0.056398 -0.06 -1.00 0.91
C -2.006597 -4.974580 -0.263122 -1.92 2.31 3.54
H -4.412377 -2.182840 1.127618 0.02 0.32 0.30
H 0.831073 6.106560 1.994008 0.15 -0.10 -0.33
H -3.890647 -1.711940 -0.436132 -0.25 0.44 -0.26
H -0.243797 -7.210930 -1.470512 -0.28 0.01 0.32
C 4.939043 1.581430 -1.049942 -0.46 0.87 0.36
O 2.013373 0.985150 -3.021092 1.70 -0.41 0.22
H 5.108803 2.656570 -1.108012 -0.21 0.13 -0.93
H 3.484803 4.963940 2.034248 -0.16 -0.05 0.17
H 0.108873 1.542390 -2.597552 -0.19 0.21 -0.12
O 0.471453 -2.547060 -0.853472 0.23 -0.21 -0.19
H 0.174553 0.649450 -0.295022 1.05 -0.16 -0.48
H 1.514763 5.608550 3.496888 0.41 -0.30 0.11
H 4.668023 1.518320 0.003938 -0.17 -0.89 -0.04
O 2.627573 -2.882210 -0.232562 0.51 -1.05 -0.29
C -0.407707 -1.422800 -0.809172 -1.43 -0.31 -0.95
C -4.680077 -1.533580 0.294008 -0.05 -0.40 0.56
H -5.674377 -1.837880 -0.032882 0.31 0.01 -0.34
O -2.731537 0.065620 1.338498 -0.61 1.08 -0.38
O -1.804867 -5.886770 -1.127522 -0.29 -1.93 -2.40
H 2.431893 4.814260 0.633978 -0.16 0.23 -0.05
C 2.490953 4.654700 1.710618 0.92 1.79 -0.28
O -4.287257 1.746670 1.347028 -0.59 1.35 0.18
O -0.921857 -4.782720 0.516628 1.01 -0.33 0.75
O -4.861817 -0.161290 0.678458 -0.41 -0.35 -0.67
C 1.093583 3.080360 2.096158 -5.51 -4.60 1.98
H -2.516647 2.673640 1.269188 0.38 0.33 0.73
H -0.327847 -0.317130 0.981508 0.61 -0.24 0.36
H 1.089473 -5.194470 0.050158 -0.31 0.63 -0.21
C 1.317143 5.262040 2.482508 0.19 1.08 -0.06
C -3.359827 2.633570 1.958778 0.41 -0.03 0.50
O -3.045627 -4.396760 -0.006982 1.09 -0.60 -1.01
O 2.324963 3.288040 1.929698 3.22 -0.38 -0.76
H -3.781667 3.612830 2.185058 -0.48 -0.09 -0.90
H 0.697443 2.303720 -4.103892 0.72 0.39 0.39
H -0.032387 -5.584920 -2.067932 0.11 0.18 0.10
H -1.380037 -1.725340 -0.420372 0.19 -0.27 0.42
C 0.755873 1.421530 -3.466392 -1.13 0.07 0.16
C 2.769843 1.733710 -2.176392 0.00 -0.02 -0.55
H -0.653067 -1.143320 -1.833762 0.54 0.29 -0.20
O 0.430753 4.178990 2.521278 -0.58 -0.27 -0.46
C -0.417717 -6.162630 -1.227762 1.06 0.02 -0.28
```
Positions in Å, forces in eV/Å.

# 3
# C31H33BClIrN7O3S4

A structure of composition C31H33BClIrN7O3S4 (ωB97M-V/def2-TZVPD, OMol25).

Output
Multiplicity ... 2
F_max ... 0.0159 Eh/bohr
DFT total energy ... -108636.4603 eV
Kohn-Sham gap (alpha / beta) ... 6.474 / 5.006 eV
Net charge ... 0
Energy above the lowest of the compared OMol25 structures with the same formula, charge and spin ... 24.5 kJ/mol
<S²> ... 0.76

Geometry as XYZ:
```
81
Properties=species:S:1:pos:R:3:forces:R:3
C -2.659449 -4.250814 -1.424287 0.03 0.00 0.02
S 0.124721 2.126359 4.745133 0.04 0.06 -0.02
H 1.912716 3.300254 -2.966437 -0.01 0.01 0.00
H -2.379618 4.643681 1.857932 -0.01 0.00 0.01
N 3.900257 0.103133 -1.121028 0.02 -0.04 -0.03
O -2.545142 1.009110 0.089735 -0.51 0.07 0.00
C -1.254758 -1.128382 2.195024 0.09 0.17 0.03
N -0.973489 2.488844 2.264129 0.49 -0.09 -0.08
O -1.379451 -0.111831 -1.368317 -0.02 0.28 0.17
C -4.329342 -2.728081 -0.393709 -0.03 -0.01 0.01
C -0.651858 2.986204 -1.497330 -0.01 -0.03 -0.03
C 0.287158 2.521712 -0.573044 0.02 -0.01 0.06
H -4.521377 -0.347176 -0.982552 0.01 0.06 -0.01
O -3.567490 -0.933515 -2.749052 -0.18 -0.10 -0.01
C 1.276005 3.424707 -0.174525 0.01 0.02 0.04
Cl -0.928416 -6.156244 -2.237708 0.02 0.00 0.01
C -1.719929 -4.609665 -2.368059 -0.01 0.02 -0.01
C -2.045628 -2.531216 -3.469131 0.02 0.01 0.03
H 0.311181 -2.573084 -0.292670 -0.01 -0.02 -0.02
H -1.817072 -1.824389 -4.254605 0.00 0.01 0.00
C -0.825166 -3.639065 1.210633 0.01 -0.01 0.03
H -1.435094 2.332440 -1.852012 0.00 -0.02 0.00
C -1.607416 -3.482225 2.344332 0.02 0.01 -0.05
H 0.735251 -1.660839 4.176170 -0.06 0.00 0.01
C -0.295946 -2.511622 0.602449 0.03 0.00 0.10
C -0.526782 2.948794 3.412174 -0.28 -0.03 0.18
C -3.759777 -0.022083 -1.689331 0.04 0.02 0.00
H -1.991082 0.494002 3.537573 0.02 0.01 -0.01
C 2.042383 2.270800 -3.292927 -0.01 -0.01 0.02
C -1.446155 5.175100 2.024140 -0.03 0.01 0.01
S 1.255176 -0.383129 -1.599642 0.04 0.10 0.02
N 2.982902 1.592642 -2.414608 -0.02 -0.03 -0.03
H -4.424641 -3.594199 0.260043 -0.03 -0.02 -0.02
H -0.627558 -4.613130 0.786196 -0.01 -0.01 -0.01
C 0.383441 5.158994 -1.591290 -0.02 0.01 0.01
H 2.102683 5.392001 -0.326104 0.01 0.01 0.00
H 2.711286 -3.481649 3.409611 0.00 0.00 0.01
H 1.088527 1.757414 -3.235020 0.00 -0.01 -0.02
H -0.772287 4.985018 1.193173 0.02 -0.02 -0.03
H -4.054346 -1.880405 0.236016 0.03 -0.03 0.02
H 1.263326 0.010770 3.848519 -0.04 -0.04 -0.03
N 2.269119 -1.487180 2.771172 -0.06 -0.01 -0.02
C -1.404616 -3.752179 -3.408445 0.01 -0.02 0.01
H 2.028322 3.147702 0.552462 -0.02 0.02 0.00
H -2.043561 -4.342931 2.834408 0.01 -0.01 0.00
C 3.451425 -2.761658 1.448078 0.04 0.02 0.06
C 4.854959 1.038755 -1.427477 0.03 0.07 0.03
C 2.763054 0.460634 -1.721605 -0.07 0.03 0.03
H 2.284073 -1.067140 4.809539 0.00 0.00 0.00
C 4.289321 1.970468 -2.231334 0.04 -0.01 0.01
H 2.421054 2.235813 -4.313600 0.00 0.02 0.00
H -4.122239 0.900345 -2.144782 0.04 -0.01 -0.04
H 5.352417 -1.142703 0.003662 0.01 -0.02 -0.01
C -2.494682 0.313094 -0.928117 0.15 0.03 0.17
H 4.076280 -2.162644 -1.160103 -0.03 0.01 0.00
S -0.700582 4.689424 3.593415 0.01 -0.03 0.04
H -2.904762 -4.947396 -0.632921 -0.01 -0.01 0.00
B 4.221832 -1.236436 -0.404235 -0.01 -0.01 0.02
H -1.642269 6.244102 2.107690 0.02 0.00 0.00
C -3.307558 -3.016428 -1.463296 -0.02 -0.03 0.01
H 0.413000 6.172052 -1.971108 0.01 0.01 -0.01
H -0.666302 -4.031300 -4.146554 0.00 -0.01 -0.01
C 2.814480 -2.735645 2.642299 0.03 -0.06 -0.02
H -1.360814 4.600565 -2.709816 -0.02 0.01 0.00
C 1.590534 -1.021451 3.970987 0.02 0.08 0.02
H -2.438049 -2.043721 3.724554 0.00 0.01 0.00
C 1.327143 4.720449 -0.674197 0.02 0.00 -0.01
H 4.690334 2.858526 -2.684561 0.01 0.01 -0.01
H -5.313157 -2.525719 -0.820904 0.01 0.05 -0.01
S 2.038282 0.871540 1.346962 0.24 0.08 0.20
N -0.810001 1.170818 1.998146 -0.54 0.12 -0.37
C -0.610287 4.280804 -1.997456 0.00 0.02 -0.01
C -1.402409 0.250527 2.662407 0.27 -0.11 0.08
C 2.556856 -0.772785 1.659542 -0.06 0.10 0.01
C -2.982112 -2.153579 -2.512008 0.06 0.04 -0.06
N -0.494272 -1.291897 1.092667 -0.09 0.02 -0.01
C -1.832600 -2.208492 2.843734 0.02 -0.01 -0.02
H 4.024738 -3.538967 0.976757 0.00 -0.02 -0.01
Ir 0.061686 0.627276 0.179306 0.18 -0.69 -0.39
N 3.308879 -1.532015 0.858312 -0.02 -0.01 -0.08
H 5.854740 0.960137 -1.043177 0.02 -0.01 0.00
```
Positions in Å, forces in eV/Å.